1.
The following is a DFT calculation (ωB97M-V/def2-TZVPD) of a cluster of 2 separate species, C2H6N4O4 in total.

XYZ file:
```
16
Properties=species:S:1:pos:R:3:mulliken_charge:R:1
O -1.688 -1.630 0.924 -0.58
O 0.131 -2.523 0.072 -0.57
O -0.602 2.222 -0.605 -0.65
O 0.894 1.724 -2.059 -0.60
N -0.056 1.424 -1.375 0.90
N 1.468 -0.362 0.622 -0.44
N -0.524 -1.651 0.566 0.90
N -0.432 0.528 1.557 -0.29
C 0.130 -0.362 0.761 0.08
C -0.490 0.104 -1.271 -0.68
H 1.911 -1.056 -0.019 0.30
H -1.426 -0.099 -0.986 0.44
H 0.025 -0.425 -2.145 0.33
H 2.025 0.575 0.573 0.31
H -0.229 1.451 1.313 0.28
H -1.137 0.081 2.070 0.26
```

Results
charge: 0
lowest unoccupied orbital energy (alpha / beta): -1.37 / -1.37 eV


2.
The following is a DFT calculation (ωB97M-V/def2-TZVPD) of a cluster of 2 separate species, C2H6N4O4 in total.

XYZ file:
```
16
Properties=species:S:1:pos:R:3:mulliken_charge:R:1
O -2.049 1.293 0.530 -0.56
O -2.342 -0.506 -0.722 -0.62
O 2.591 0.383 0.659 -0.60
O 1.886 -1.329 -0.573 -0.59
N 1.750 -0.142 -0.121 0.85
N 0.529 1.856 -0.507 -0.51
N -1.771 0.117 0.168 0.92
N -0.450 -1.811 0.356 -0.47
C 0.555 0.523 -0.515 -0.29
C -0.687 -0.561 0.786 -0.50
H -0.484 -0.249 1.785 0.43
H 0.183 -0.042 -1.389 0.54
H -0.295 2.412 -0.659 0.30
H 0.983 2.066 0.498 0.34
H 0.532 -2.116 0.365 0.35
H -0.932 -1.893 -0.661 0.40
```

Results
charge: 0
lowest unoccupied orbital energy: -1.65 eV


Verdict on stability: 1 comes out at the bottom.


1.
The following is a DFT calculation (ωB97M-V/def2-TZVPD) of a cluster of 2 separate species, C3H7NO3S2 in total.

XYZ file:
```
16
Properties=species:S:1:pos:R:3:mulliken_charge:R:1
S -0.354 2.104 -0.461 -0.21
S 0.040 -0.728 0.256 1.37
O 0.598 -1.063 -1.239 -0.49
O 0.623 -1.693 1.175 -0.62
O 2.895 0.378 -1.612 -0.51
N 3.279 0.648 0.667 -0.46
C -1.682 -1.224 -0.076 -0.99
C 3.042 0.543 -0.492 0.67
C 0.456 0.918 0.708 -0.97
H 0.819 2.346 -1.254 0.11
H -2.256 -1.573 0.744 0.34
H 1.423 -0.585 -1.541 0.37
H -1.384 -1.997 -0.833 0.34
H -2.322 -0.432 -0.463 0.31
H 2.834 1.110 1.362 0.35
H 0.056 1.299 1.725 0.37
```

Results
charge: 0
lowest unoccupied orbital energy: 0.46 eV


2.
The following is a DFT calculation (ωB97M-V/def2-TZVPD) of the molecule C3H7NO3S2.

XYZ file:
```
16
Properties=species:S:1:pos:R:3:mulliken_charge:R:1
S -1.929 -0.043 -0.093 1.29
S 2.347 -0.266 -0.786 -0.13
O -2.009 0.531 -1.435 -0.67
O -2.936 0.253 0.831 -0.62
O -1.953 -1.667 -0.305 -0.47
N 0.240 1.409 -0.116 -0.10
C -0.364 0.532 0.693 -0.52
C 1.317 -1.455 -0.111 -0.67
C 1.598 1.444 0.103 -0.60
H -0.128 1.434 -1.035 0.32
H 1.931 1.340 1.073 0.38
H -2.604 -2.089 0.234 0.34
H 0.933 -2.100 -0.841 0.33
H 2.103 2.222 -0.651 0.30
H -0.149 0.446 1.696 0.43
H 1.604 -1.992 0.743 0.38
```

Results
charge: 0
lowest unoccupied orbital energy: -0.41 eV


Verdict on stability: 2 comes out at the bottom.


1.
The following is a DFT calculation (ωB97M-V/def2-TZVPD) of a cluster of 2 separate species, C3H4INO in total.

XYZ file:
```
10
Properties=species:S:1:pos:R:3:mulliken_charge:R:1
I 4.853 -0.083 -0.218 -0.07
O -0.577 4.082 -0.337 -0.50
N -0.646 1.748 -0.140 -0.13
C -0.392 0.478 0.310 0.17
C 0.655 0.189 1.063 -0.80
C -0.634 2.906 -0.214 0.44
H 0.984 -0.716 1.499 0.27
H 1.333 0.898 1.511 0.24
H -1.230 -0.212 0.017 0.31
H 4.266 0.669 1.023 0.07
```

Results
charge: 0
lowest unoccupied orbital energy: 0.54 eV


2.
The following is a DFT calculation (ωB97M-V/def2-TZVPD) of a cluster of 2 separate species, C3H4INO in total.

XYZ file:
```
10
Properties=species:S:1:pos:R:3:mulliken_charge:R:1
I -3.404 -0.037 -0.216 -0.16
O 1.018 -0.993 -0.751 -0.30
N -0.124 0.053 0.856 -0.44
C 0.791 0.988 0.294 -0.56
C 1.459 0.316 -0.686 0.03
C 0.112 -1.057 0.255 0.08
H -0.452 -2.001 0.404 0.38
H 2.159 0.392 -1.462 0.43
H 0.726 2.019 0.404 0.37
H -2.284 0.320 0.902 0.17
```

Results
charge: 0
lowest unoccupied orbital energy: 0.83 eV


Verdict on stability: 1 comes out at the bottom.


1.
The following is a DFT calculation (ωB97M-V/def2-TZVPD) of a cluster of 2 separate species, C2H10NS2 in total.

XYZ file:
```
15
Properties=species:S:1:pos:R:3:mulliken_charge:R:1
S -1.373 -3.499 1.072 -0.05
S -0.070 -2.170 1.959 -0.23
N 0.150 2.761 -0.100 -0.35
C -0.487 -4.422 -0.206 -0.73
C 0.393 4.071 -0.787 -0.71
H 0.577 2.746 0.834 0.36
H -0.839 2.526 0.053 0.37
H 0.711 -3.179 2.291 0.16
H -0.445 -5.454 0.094 0.29
H 0.552 1.990 -0.634 0.37
H -0.321 4.184 -1.613 0.33
H 0.539 -4.091 -0.385 0.29
H -1.146 -4.371 -1.083 0.26
H 1.307 4.007 -1.408 0.31
H 0.451 4.901 -0.090 0.31
```

Results
charge: +1
lowest unoccupied orbital energy: -4.14 eV


2.
The following is a DFT calculation (ωB97M-V/def2-TZVPD) of a structure of composition C2H10NS2.

XYZ file:
```
15
Properties=species:S:1:pos:R:3:mulliken_charge:R:1
S -0.017 -0.917 0.092 -0.02
S -1.544 -0.310 -1.211 -0.12
N 1.058 1.304 1.602 -0.29
C 0.987 -2.085 -0.814 -0.81
C 0.795 2.695 1.163 -0.79
H 0.315 0.630 1.017 0.13
H 1.859 1.008 1.048 0.44
H 0.844 -2.014 -1.899 0.34
H -0.130 3.197 1.459 0.34
H 1.139 1.169 2.604 0.30
H -2.066 0.480 -0.252 0.17
H 1.573 3.399 1.440 0.34
H 2.032 -1.781 -0.795 0.30
H 0.622 2.614 0.082 0.34
H 0.794 -3.122 -0.548 0.32
```

Results
charge: +1
lowest unoccupied orbital energy: -3.53 eV


3.
The following is a DFT calculation (ωB97M-V/def2-TZVPD) of a cluster of 2 separate species, C2H10NS2 in total.

XYZ file:
```
15
Properties=species:S:1:pos:R:3:mulliken_charge:R:1
S 1.494 -0.263 0.651 -0.24
S 0.408 1.532 0.819 0.00
N -0.975 -1.240 -1.154 -0.16
C -1.993 -2.081 -0.405 -0.72
C 1.732 2.793 0.812 -0.77
H 2.546 2.451 1.436 0.32
H -2.761 -1.414 -0.042 0.34
H 2.048 3.012 -0.195 0.30
H 1.228 3.621 1.300 0.29
H -2.381 -2.782 -1.136 0.35
H -1.450 -0.777 -1.943 0.40
H 2.332 0.053 1.638 0.20
H -1.468 -2.564 0.408 0.32
H -0.497 -0.485 -0.641 -0.04
H -0.264 -1.856 -1.547 0.42
```

Results
charge: +1
lowest unoccupied orbital energy: -3.54 eV


Verdict on stability: 2 comes out at the bottom.